1) The following is a DFT calculation (ωB97M-V with the def2-TZVPD basis set) of a 3-piece molecular cluster, C3H11NO3 overall.

Each line ends with the Mulliken charge.
Positions of all 18 atoms, in Å:
C 0.70531 -0.52034 1.78253  -1.251
C -0.29517 -0.22965 0.64107  0.066
C 0.13736 0.98450 -0.07441  0.557
N 0.56713 2.11849 0.54557  -0.396
O 0.03020 1.03508 -1.30529  -0.685
H 1.64601 -0.91941 1.36154  0.303
H 1.17703 0.33217 2.27321  0.290
H 0.30049 -1.25486 2.49038  0.338
H -1.31956 -0.30434 1.02804  0.326
H -0.29627 -1.10720 0.00112  -0.002
H 0.59253 2.24412 1.54125  0.198
H 0.95554 2.79158 -0.08956  0.258
H 1.66420 -0.08347 -2.70540  0.331
H 0.71910 -1.11626 -2.14985  0.327
O 1.43498 -1.00979 -2.78317  -0.642
H -2.54480 -1.79095 -0.82717  0.309
H -2.71866 -0.25204 -1.21192  0.323
O -2.75542 -0.91760 -0.51796  -0.652

Its spin multiplicity is 1. Its SMILES is CCC(N)=O.O.O.

2) The following is a DFT calculation (ωB97M-V with the def2-TZVPD basis set) of C3H11NO3 as an isolated structure.

Each line ends with the Mulliken charge.
Positions of all 18 atoms, in Å:
C 2.66987 -0.02199 0.01339  -0.446
C -0.35570 1.64191 -1.34007  -0.566
O 1.55458 -0.58662 0.30507  -0.364
O 0.81456 1.04216 -0.89880  -0.403
H 3.15320 0.54670 0.82234  0.291
H -0.48653 1.56433 -2.42671  0.265
H 3.32495 -0.57554 -0.67583  0.307
H 2.16194 1.00266 -0.78719  0.384
H -0.45518 2.67597 -0.98699  0.270
H -1.16584 1.07104 -0.85425  0.229
C -1.65848 -1.70530 0.26499  -0.515
N -1.20961 0.18196 1.64187  -0.471
O -2.00488 -0.36276 0.58958  -0.288
H -0.23227 0.08434 1.35932  0.302
H -1.35248 -0.40727 2.46269  0.268
H -1.81556 -2.37271 1.12173  0.306
H -2.32479 -2.00054 -0.54557  0.231
H -0.61779 -1.77834 -0.06558  0.201

Its spin multiplicity is 1.

3) The following is a DFT calculation (ωB97M-V with the def2-TZVPD basis set) of a 3-piece molecular cluster, C3H11NO3 overall.

Each line ends with the Mulliken charge.
Positions of all 18 atoms, in Å:
C -1.01041 -1.25394 0.55887  -0.902
N -0.34195 -1.05837 1.88625  -0.420
C 1.04251 -0.64977 1.78628  -0.268
C 1.85838 -1.75777 1.14905  -0.034
O 3.05129 -1.88512 1.26987  -0.460
H -1.20225 -0.26187 0.11795  0.306
H -1.92440 -1.78705 0.75634  0.302
H -0.46329 -1.80100 -0.18237  0.340
H -0.84530 -0.42682 2.48811  0.242
H 1.13824 0.26859 1.17146  0.253
H 1.58217 -0.49167 2.73510  0.325
H 1.37265 -2.67609 0.72794  0.317
H -5.33575 2.97187 0.75114  0.319
H -5.06509 4.41977 0.22969  0.322
O -4.90829 3.80292 0.94644  -0.641
H 3.59145 0.39236 -4.84472  0.320
H 3.72277 1.57921 -5.77612  0.320
O 3.73727 0.61476 -5.77129  -0.640

Its spin multiplicity is 1. Its SMILES is CNCC=O.O.O.

Stability, lowest: 2)

1) The following is a DFT calculation (ωB97M-V with the def2-TZVPD basis set) of a 3-piece molecular cluster, C3H11NO3 overall.

Each line ends with the Mulliken charge.
Positions of all 18 atoms, in Å:
C -0.70615 -1.84334 0.40205  -0.520
C -0.17138 -0.52899 0.67465  -0.180
C -0.95188 0.37894 1.56566  0.110
O -0.58085 1.47360 1.76597  -0.527
N 0.06877 -2.71012 -0.45030  -0.579
H -1.81114 -1.73644 0.10951  0.361
H -0.84416 -2.21775 1.45864  0.225
H -0.13881 -0.01359 -0.22488  0.058
H 1.03076 -0.61794 0.92157  0.225
H -1.81016 -0.09183 2.02230  0.379
H -0.48427 -3.45603 -0.98581  0.235
H 0.81840 -3.08380 0.11270  0.226
H 0.55632 2.02772 0.51840  0.371
H 1.92500 2.42604 -0.15972  0.273
O 1.18300 1.75838 -0.20560  -0.685
H 0.91197 1.37677 -2.07640  0.338
H 0.67016 0.33016 -2.95123  0.320
O 0.60672 1.26650 -2.99127  -0.632

Its spin multiplicity is 1. Its SMILES is NCCC=O.O.O.

2) The following is a DFT calculation (ωB97M-V with the def2-TZVPD basis set) of a 4-piece molecular cluster, C3H11NO3 overall.

Each line ends with the Mulliken charge.
Positions of all 18 atoms, in Å:
C -1.95958 -1.02387 -0.30385  -0.131
C -1.95449 -0.43921 -1.49505  -0.581
C -0.03099 -1.38255 0.90480  -0.455
N -1.05138 -0.65491 0.71697  -0.276
H -2.73022 -1.73628 -0.02863  0.334
H -1.36939 0.43410 -1.74934  0.215
H -2.58884 -0.85916 -2.25638  0.234
H 0.54401 -1.02045 1.75112  0.326
H 0.23456 -2.22467 0.26724  0.333
H -0.03721 1.96168 1.44020  0.298
H -1.49414 1.94019 1.05526  0.337
O -0.83553 2.49684 1.48279  -0.652
H 1.58701 0.45553 -1.85880  0.322
H 2.21834 -0.70676 -1.15591  0.292
O 2.10402 -0.33757 -2.03279  -0.621
H 3.26546 0.40494 0.69700  0.288
H 2.20187 1.48114 0.93750  0.275
O 2.31362 0.56535 0.66411  -0.539

Its spin multiplicity is 1. Its SMILES is C=CN=C.O.O.O.

Stability, lowest: 2)

1) The following is a DFT calculation (ωB97M-V with the def2-TZVPD basis set) of one molecule with the formula C4H9N3.

Each line ends with the Mulliken charge.
Positions of all 16 atoms, in Å:
C 1.60092 2.08062 -0.11996  -0.879
C 0.72595 0.31716 -1.50954  0.034
C -0.26932 -0.25687 -0.66920  -0.351
C -0.46605 -0.13925 0.73293  0.077
H 2.09228 1.53390 0.69031  0.303
H 2.17379 3.02347 -0.27654  0.275
H 0.62166 2.41339 0.22830  0.315
H 0.67654 -0.19880 -2.48380  0.268
H -0.91801 -0.92465 -1.22839  0.170
H 0.08995 0.62412 1.29517  0.272
H -1.01720 -0.94203 2.50577  0.261
H -0.96674 -2.82502 0.75896  0.252
H -2.31925 -2.02187 0.22648  0.277
N 1.48713 1.34717 -1.39640  -0.570
N -1.20733 -0.97680 1.48422  -0.080
N -1.70580 -2.18358 1.00909  -0.624

Its spin multiplicity is 1. Its SMILES is C/N=C\C=C\NN.

2) The following is a DFT calculation (ωB97M-V with the def2-TZVPD basis set) of one molecule with the formula C4H9N3.

Each line ends with the Mulliken charge.
Positions of all 16 atoms, in Å:
C 0.31189 1.51383 -0.15315  -0.759
C -0.29981 0.81672 0.99193  0.610
N 0.12967 -1.25703 0.70738  -0.643
N 0.60672 -1.10273 -1.70971  -0.559
C -0.36991 -0.92939 -0.67519  -0.194
C -0.79747 0.51287 -0.45895  -0.166
N -0.64396 0.96608 2.20632  -0.764
H -0.58871 -1.59672 1.33790  0.277
H 1.11444 -1.11514 0.91832  0.281
H -0.15623 1.72657 2.67648  0.236
H 0.83005 -2.07801 -1.86475  0.257
H 1.46854 -0.60429 -1.52369  0.231
H 1.34113 1.31327 -0.43805  0.165
H 0.03764 2.55158 -0.28915  0.278
H -1.23336 -1.56602 -0.88443  0.400
H -1.75065 0.84843 -0.84124  0.350

Its spin multiplicity is 1. Its SMILES is [H]/N=C1\C[C@H]1C(N)N.

Stability, lowest: 2)

1) The following is a DFT calculation (ωB97M-V with the def2-TZVPD basis set) of a 4-piece molecular cluster, H8O3S2 overall.

Each line ends with the Mulliken charge.
Positions of all 13 atoms, in Å:
S 1.56584 0.12590 1.33593  -0.178
S 0.39388 1.57277 2.36459  -0.153
H 2.06935 -0.07995 0.09782  0.080
H -0.00965 0.61283 3.14823  0.176
H 1.35959 -0.46267 -1.89857  0.285
H 1.40721 0.64775 -2.84529  0.311
O 1.15541 -0.28420 -2.82335  -0.598
H -0.63353 1.71451 -0.74847  0.317
H -1.09772 0.32210 -0.20802  0.321
O -0.86328 0.81594 -1.00828  -0.537
H -1.71028 -2.23718 1.44756  0.288
H -2.10090 -1.31709 0.18567  0.286
O -1.53591 -1.43069 0.95219  -0.598

Its spin multiplicity is 1. Its SMILES is SS.O.O.O.

2) The following is a DFT calculation (ωB97M-V with the def2-TZVPD basis set) of a 4-piece molecular cluster, H8O3S2 overall.

Each line ends with the Mulliken charge.
Positions of all 13 atoms, in Å:
S -1.37726 -0.02145 -1.01914  -0.227
S -1.53713 -0.04852 1.09183  -0.199
H -1.01241 1.25862 -0.87797  0.199
H -2.48562 -0.99378 1.17045  0.168
H 1.97625 1.42321 -0.41360  0.344
H 1.68858 1.80019 -1.86447  0.307
O 1.29532 1.82032 -0.97647  -0.599
H 2.40428 0.28854 1.90777  0.305
H 2.14891 -0.45622 0.58926  0.393
O 2.57152 0.32940 0.96410  -0.694
H 0.84272 -2.33446 0.72069  0.335
H 0.39210 -1.71716 -0.61907  0.298
O 1.07222 -2.26441 -0.20816  -0.631

Its spin multiplicity is 1. Its SMILES is SS.O.O.O.

Stability, lowest: 1)

1) The following is a DFT calculation (ωB97M-V with the def2-TZVPD basis set) of CH2O4S as an isolated structure.

Each line ends with the Mulliken charge.
Positions of all 8 atoms, in Å:
C 0.18539 -0.23411 0.19383  0.016
O 2.58039 1.01491 0.93502  -0.484
O 3.38429 -0.95397 -0.37562  -0.473
O 1.03138 -0.91904 0.71887  -0.292
O 1.55062 0.51868 -1.13591  -0.547
S 2.45794 0.05146 -0.08382  1.203
H -0.79657 -0.70157 -0.04802  0.301
H 0.21109 0.91190 0.27578  0.275

Its spin multiplicity is 1.

2) The following is a DFT calculation (ωB97M-V with the def2-TZVPD basis set) of one molecule with the formula CH2O4S.

Each line ends with the Mulliken charge.
Positions of all 8 atoms, in Å:
C 1.06026 -1.37164 -0.01442  0.216
O 2.02258 -1.75889 0.50687  -0.347
O -0.95691 0.37994 -1.18554  -0.539
O -2.56000 -0.19876 0.53378  -0.460
O -0.12850 -1.20475 0.63897  -0.297
S -1.19972 -0.02819 0.17257  0.958
H 1.11859 -0.73727 -0.93363  0.287
H -0.50582 0.88626 0.88916  0.183

Its spin multiplicity is 1. Its SMILES is O=CO[SH](=O)=O.

Stability, lowest: 1)

1) The following is a DFT calculation (ωB97M-V with the def2-TZVPD basis set) of one molecule with the formula CH2O4S.

Each line ends with the Mulliken charge.
Positions of all 8 atoms, in Å:
C 1.58086 0.20466 -0.10928  0.312
O 2.08015 -0.46755 -1.03559  -0.527
O -0.52794 -2.17935 1.39237  -0.490
O 0.54928 -0.05785 0.59041  -0.276
O -1.40347 -1.23658 -0.59514  -0.476
S -0.01689 -1.74763 0.14361  0.824
H 2.16240 1.25643 0.19057  0.267
H -2.16031 -1.27288 0.08377  0.367

Its spin multiplicity is 1.

2) The following is a DFT calculation (ωB97M-V with the def2-TZVPD basis set) of a 2-piece molecular cluster, CH2O4S overall.

Each line ends with the Mulliken charge.
Positions of all 8 atoms, in Å:
C 0.75898 -0.00676 0.44549  0.281
O -1.02203 0.76649 3.42314  -0.404
O -2.27372 -0.58160 1.84797  -0.433
O 0.65724 -0.45895 1.50637  -0.329
O -0.58553 0.15257 -0.70029  -0.540
S -1.26227 -0.53971 2.86916  0.800
H 1.50790 0.72833 0.12427  0.327
H -1.18565 -0.53560 -0.40291  0.298

Its spin multiplicity is 1.

Stability, lowest: 2)

1) The following is a DFT calculation (ωB97M-V with the def2-TZVPD basis set) of H8O4Tl as an isolated structure.

Each line ends with the Mulliken charge.
Positions of all 13 atoms, in Å:
Tl 0.51692 -1.00503 -1.28553  1.505
O 2.21884 1.22899 -2.19054  -0.403
H 2.54026 1.70509 -1.42486  0.405
H 2.01601 1.91179 -2.82997  0.413
O 0.20949 -1.90731 1.50561  -0.354
H -0.59590 -1.98280 2.01735  0.371
H 0.79150 -2.57158 1.87471  0.378
O -2.13972 -0.76868 -0.05398  -0.381
H -2.76322 -1.06777 0.60786  0.348
H -2.67075 -0.27305 -0.67736  0.369
O -0.03600 1.28354 0.56094  -0.367
H -0.22435 1.23607 1.49823  0.361
H 0.13698 2.21070 0.39758  0.355

Its spin multiplicity is 1. The charge is +3.

2) The following is a DFT calculation (ωB97M-V with the def2-TZVPD basis set) of H8O4Tl as an isolated structure.

Each line ends with the Mulliken charge.
Positions of all 13 atoms, in Å:
Tl 0.79846 -1.32426 -0.62649  0.966
O 2.33476 2.42149 -0.91584  -0.327
H 3.24120 2.56997 -1.18515  0.413
H 1.85469 3.17259 -1.26458  0.409
O -0.32060 -5.16694 0.48932  -0.303
H -1.14228 -5.58677 0.74391  0.418
H 0.31286 -5.46325 1.14289  0.419
O -1.93611 1.40093 -1.97852  -0.331
H -2.76035 1.78782 -1.68325  0.410
H -1.97267 1.45800 -2.93332  0.413
O -0.10373 1.33841 2.42937  -0.317
H -0.89078 1.53297 2.93822  0.413
H 0.58454 1.85904 2.84345  0.416

Its spin multiplicity is 1. The charge is +3.

Stability, lowest: 1)

1) The following is a DFT calculation (ωB97M-V with the def2-TZVPD basis set) of one molecule with the formula C3H4S2.

Each line ends with the Mulliken charge.
Positions of all 9 atoms, in Å:
C 0.42302 -1.64590 -0.96815  -0.105
C 0.92570 -0.46621 -0.87754  -0.173
C -0.64502 1.19692 1.10426  -0.818
S 1.92405 -1.49061 -1.95699  -0.252
S 0.63354 1.30159 -0.16872  -0.015
H -0.28933 -2.38587 -0.82082  0.439
H -0.67413 0.24230 1.52234  0.309
H -1.60418 1.15221 0.55001  0.287
H -0.69365 2.09556 1.61561  0.328

Its spin multiplicity is 1. Its SMILES is CSC1=CS1.

2) The following is a DFT calculation (ωB97M-V with the def2-TZVPD basis set) of one molecule with the formula C3H4S2.

Each line ends with the Mulliken charge.
Positions of all 9 atoms, in Å:
C 0.56439 1.23405 -0.18465  -0.438
C -0.11163 1.10432 0.94958  -0.339
C -0.09080 -0.05163 0.05827  0.247
S 0.95171 -1.60791 0.37892  -0.280
S -1.61799 -0.56450 -0.81599  -0.214
H 1.05039 1.94305 -0.79068  0.361
H -0.67972 1.44447 1.70079  0.397
H 1.60809 -1.75610 -0.84831  0.152
H -1.67445 -1.74575 -0.44794  0.115

Its spin multiplicity is 1. Its SMILES is SC1(S)C=C1.

3) The following is a DFT calculation (ωB97M-V with the def2-TZVPD basis set) of one molecule with the formula C3H4S2.

Each line ends with the Mulliken charge.
Positions of all 9 atoms, in Å:
C -0.34912 -0.16319 0.72661  0.129
C 0.67531 0.85294 0.27192  -0.426
C -0.57619 -0.69818 -0.82996  -0.498
H 0.68209 1.87235 0.73860  0.349
H 1.72996 0.45874 0.47931  0.260
H -1.68890 -0.56542 -0.99973  0.275
H -0.24567 -1.65393 -0.98252  0.382
S -0.44378 -0.83800 2.07815  -0.316
S 0.21629 0.73469 -1.48238  -0.153

Its spin multiplicity is 1. Its SMILES is S=C1CSC1.

4) The following is a DFT calculation (ωB97M-V with the def2-TZVPD basis set) of a 2-piece molecular cluster, C3H4S2 overall.

Each line ends with the Mulliken charge.
Positions of all 9 atoms, in Å:
C 2.03450 0.15803 0.04494  -0.391
C 1.28937 1.03970 -0.32413  -0.323
C -1.17889 -0.05630 0.76434  -0.105
S -0.84659 -1.53597 0.15177  -0.077
S -2.41818 0.82360 0.01883  -0.056
H 2.50953 -0.69178 0.51445  0.383
H 0.38042 -1.51318 0.66481  0.096
H 0.76584 1.76294 -0.89451  0.383
H -2.53601 0.01296 -0.94051  0.089

Its spin multiplicity is 1.

Stability, lowest: 4)